Record 1
{
  "formula": "C7H14",
  "method": "ωB97M-V/def2-TZVPD",
  "elements": ["C", "C", "C", "C", "H", "H", "H", "H", "H", "H", "H", "H", "C", "C", "C", "H", "H", "H", "H", "H", "H"],
  "xyz": [[0.101, -0.442, 2.463], [0.642, -1.118, 1.249], [-0.060, -1.433, 0.170], [-1.493, -1.087, -0.081], [-0.861, 0.063, 2.326], [-0.087, -1.256, 3.173], [0.836, 0.246, 2.887], [1.649, -1.517, 1.365], [0.343, -2.195, -0.492], [-1.693, -0.865, -1.134], [-1.904, -0.256, 0.508], [-2.026, -2.004, 0.181], [1.594, 0.540, -1.178], [0.578, 0.962, -1.901], [-0.445, 1.856, -1.310], [2.546, 0.428, -1.666], [1.523, 0.717, -0.117], [0.723, 1.084, -2.963], [-0.612, 1.694, -0.243], [0.032, 2.852, -1.394], [-1.385, 1.731, -1.844]],
  "charge": 0,
  "gap_ev": 9.6,
  "e_homo_ha": -0.31138
}

Record 2
{
  "formula": "C7H14AsBF6N2O3S",
  "method": "ωB97M-V/def2-TZVPD",
  "elements": ["C", "O", "B", "O", "C", "C", "C", "C", "N", "O", "C", "S", "C", "N", "H", "H", "H", "H", "H", "H", "H", "H", "H", "H", "H", "H", "H", "H", "F", "As", "F", "F", "F", "F", "F"],
  "xyz": [[1.444, -3.229, -2.308], [1.704, -1.817, -2.298], [2.210, -1.203, -1.205], [3.385, -1.589, -0.569], [1.408, 0.040, -0.632], [0.479, -0.623, 0.445], [-0.956, -0.112, 0.512], [-2.041, -0.914, -0.160], [-1.749, -1.602, -1.340], [-3.105, -0.994, 0.387], [0.712, 0.932, -1.680], [0.910, 2.676, -1.167], [2.101, 2.245, -0.065], [2.308, 0.978, 0.093], [1.319, -3.534, -3.346], [0.517, -3.429, -1.763], [2.278, -3.784, -1.871], [3.275, -2.114, 0.233], [0.490, -1.721, 0.363], [0.953, -0.398, 1.407], [-1.280, -0.107, 1.550], [-1.012, 0.933, 0.214], [-1.125, -1.128, -1.980], [-2.611, -1.851, -1.816], [1.098, 0.799, -2.692], [-0.365, 0.772, -1.720], [2.662, 3.003, 0.473], [3.030, 0.597, 0.691], [-3.334, 3.964, 2.478], [-2.606, 2.453, 2.908], [-1.313, 3.292, 3.719], [-1.647, 2.561, 1.423], [-1.802, 0.938, 3.284], [-3.832, 1.591, 2.055], [-3.506, 2.377, 4.375]],
  "charge": 0,
  "gap_ev": 8.3,
  "e_homo_ha": -0.36466
}